[1]
C19H48O13V2 as an isolated structure at a distorted geometry. Source: the OMol25 dataset; level of theory: ωB97M-V/def2-TZVPD.

The geometry in XYZ format:
```
82
Properties=species:S:1:pos:R:3:lowdin_charge:R:1
H 0.497 2.455 -0.297 0.02
C -0.620 -0.198 -0.675 -0.86
O -2.790 1.626 -2.589 -0.10
O -4.244 0.819 -0.390 -0.30
H -2.006 1.250 -3.008 0.11
O -2.763 0.787 2.040 -0.09
H -3.508 -3.671 2.964 0.09
H 0.253 -4.784 2.949 0.08
C 3.207 4.034 0.059 -0.06
O -0.127 -4.005 -1.331 -0.29
H 1.025 -2.292 -3.330 0.05
H 3.722 -1.170 0.961 0.13
C 1.865 -2.084 -4.012 -0.06
H -1.424 -0.708 4.736 0.09
H 2.503 0.578 1.955 0.08
H -0.208 1.616 1.976 0.07
H -0.936 2.136 3.560 0.10
H 4.188 4.112 -0.421 0.08
C -1.649 0.226 2.774 -0.42
O -2.585 -3.455 -1.031 -0.29
O -2.805 2.872 0.034 -0.28
H 2.417 -3.020 -4.119 0.08
C 3.600 -1.282 -2.351 -0.05
C -0.826 -4.862 2.801 -0.03
H -4.617 3.422 -1.820 0.08
H 1.309 4.747 -2.038 0.08
H -2.777 4.789 -3.735 0.09
C 3.672 -2.572 2.624 -0.05
V -1.134 -2.802 -1.081 1.03
H -5.119 3.928 -3.381 0.09
V -2.719 1.336 -0.259 0.95
C 3.064 -1.446 1.787 -0.46
C -3.288 2.729 -3.368 -0.43
H -1.037 -5.678 2.107 0.09
H 3.296 3.710 1.092 0.07
H 3.129 -1.667 -1.452 0.06
H 1.361 -1.399 0.690 0.05
H -2.095 4.260 -2.258 0.08
H 0.182 -2.890 1.389 0.08
H 2.766 3.961 -2.667 0.08
C -2.209 -0.301 4.102 -0.04
H 3.379 -0.666 -4.393 0.14
H -3.363 2.369 -4.397 0.14
C -2.335 3.905 -3.262 -0.05
C -0.589 1.305 2.951 -0.02
C 2.222 3.209 -0.767 -0.48
O 0.330 -1.038 -0.815 -0.08
H 3.077 -2.731 3.524 0.08
H -3.453 1.031 2.663 0.11
H 4.702 -2.363 2.914 0.08
H -3.175 -2.759 1.464 0.08
H 1.388 -1.912 -4.982 0.08
H 3.644 0.172 3.201 0.09
O -1.788 -0.726 -0.606 -0.13
C 2.792 -0.222 2.651 -0.05
H -5.342 2.234 -2.902 0.09
O -0.718 -3.164 1.109 -0.11
H -1.375 3.756 -3.765 0.08
H -2.767 0.454 4.666 0.09
H 2.663 2.218 -0.934 0.12
H -1.291 -0.592 2.143 0.12
H 4.120 -0.354 -2.085 0.08
O 1.043 3.176 0.062 -0.08
H -1.209 -2.829 3.113 0.13
O 1.906 0.191 -3.215 -0.06
H -3.106 -4.551 1.500 0.09
H -1.260 -5.144 3.764 0.09
H 1.921 -0.420 3.271 0.06
H -2.979 -1.041 3.865 0.08
H 1.590 0.048 -2.311 0.05
C -4.665 3.087 -2.859 -0.05
H 0.280 0.855 3.437 0.06
H 3.677 -3.500 2.049 0.08
H 4.409 -1.952 -2.657 0.08
C 1.823 3.796 -2.129 -0.05
C 2.714 -0.911 -3.562 -0.48
H 2.861 5.074 0.071 0.08
O 1.821 -1.972 1.331 -0.09
H 1.318 2.985 -2.651 0.06
C -2.907 -3.636 2.059 -0.04
C -1.415 -3.535 2.299 -0.45
O -0.512 1.048 -0.801 -0.03
```

**Net charge**: 0
**Spin multiplicity**: 1
**E_HOMO**: -9.52 eV
**Energy relative to the best compared isomer or geometry (same formula, charge and spin)**: 0.0 kcal per mole


[2]
A 2-piece molecular cluster, CH3I3N2O2S overall at a distorted geometry. Source: the OMol25 dataset; level of theory: ωB97M-V/def2-TZVPD.

The geometry in XYZ format:
```
12
Properties=species:S:1:pos:R:3:lowdin_charge:R:1
H 0.370 -2.528 -0.983 0.05
I 4.447 0.321 -0.973 0.18
I 2.388 -3.754 0.367 0.86
C 1.254 -2.216 -0.434 -0.76
N 1.582 -1.026 -0.262 -0.22
O 1.400 1.061 -1.660 -0.40
H -0.772 0.626 0.812 0.07
O -0.540 -0.466 -1.518 -0.30
N 0.135 0.912 0.488 -0.07
S 0.590 0.165 -0.914 0.45
H 0.236 1.913 0.456 0.04
I 3.388 2.001 0.766 0.10
```

**Net charge**: 0
**Spin multiplicity**: 3
**<S²>**: 2.009
**E_HOMO (spin up / spin down)**: -7.01 / -8.83 eV
**Energy relative to the best compared isomer or geometry (same formula, charge and spin)**: 0.0 kcal per mole


[3]
A 2-piece molecular cluster, C12H17N overall at a distorted geometry. Source: the OMol25 dataset; level of theory: ωB97M-V/def2-TZVPD.

The geometry in XYZ format:
```
30
Properties=species:S:1:pos:R:3:lowdin_charge:R:1
C -3.082 0.311 1.504 -0.13
H 3.570 2.628 -0.968 0.08
H 3.314 3.217 0.727 0.08
H 2.076 -1.390 1.653 0.16
H 3.272 0.853 1.956 0.12
H -5.494 -0.898 1.277 0.07
C 2.619 0.586 1.145 -0.07
H -0.443 0.073 -3.518 0.10
H 0.329 -2.530 -0.216 0.11
H -0.657 -2.075 -2.492 0.10
C -0.092 -1.313 -1.968 -0.11
H -3.385 -1.431 0.219 0.09
C -4.765 -1.500 1.831 -0.14
H -2.073 0.563 1.164 0.06
N 2.045 -0.647 0.962 0.07
H -4.839 -1.248 2.888 0.07
C 0.472 -1.601 -0.755 -0.03
C 1.168 -0.576 -0.097 -0.21
C 0.029 -0.031 -2.548 -0.10
H -2.642 -1.817 1.761 0.09
C 2.857 2.768 -0.161 -0.05
C 2.220 1.452 0.174 -0.23
H 2.109 3.504 -0.461 0.07
C 1.321 0.701 -0.658 -0.15
H 0.786 1.946 -2.345 0.11
C -3.372 -1.166 1.274 -0.33
H -3.762 0.899 0.876 0.07
H -3.205 0.597 2.552 0.07
H -5.049 -2.550 1.720 0.06
C 0.728 0.957 -1.902 -0.03
```

**Net charge**: 0
**Spin multiplicity**: 1
**E_HOMO**: -7.86 eV
**Structure (SMILES)**: Cc1c[nH]c2ccccc12.CCC
**Energy relative to the best compared isomer or geometry (same formula, charge and spin)**: 7.8 kcal per mole


[4]
A 3-piece molecular cluster, C36H58Cl2IN6O6PS2 overall at a distorted geometry. Source: the OMol25 dataset; level of theory: ωB97M-V/def2-TZVPD.

The geometry in XYZ format:
```
112
Properties=species:S:1:pos:R:3:lowdin_charge:R:1
C -0.767 0.697 0.117 -0.23
H -1.590 9.472 3.445 0.12
N -2.212 7.706 0.616 -0.05
H -7.672 -3.993 2.617 0.05
H 5.797 -2.102 -2.613 0.11
H -2.819 0.790 0.983 0.11
O -4.240 -3.347 5.177 0.05
I -2.233 -5.690 4.032 0.93
C 5.145 -0.895 1.286 -0.11
C 3.733 -0.159 2.895 -0.18
H -8.125 -1.620 1.741 0.08
H -1.262 7.789 0.281 0.06
C -2.167 0.032 0.457 -0.14
H -5.754 0.005 0.640 0.06
H 4.730 0.825 -0.101 0.12
Cl 1.932 -2.709 1.303 0.72
C -1.258 -3.728 1.657 -0.22
H -2.559 4.272 0.546 0.11
H 0.968 -6.808 0.301 0.08
H 6.565 -3.245 -6.005 0.10
H 3.803 -0.164 -7.665 0.09
H 4.244 -3.787 -5.884 0.09
C -6.784 -0.018 1.094 -0.17
H -0.476 0.401 -0.927 0.09
H 0.308 -4.996 2.038 0.09
H 3.650 -2.243 -5.184 0.07
H -1.769 10.112 1.811 0.12
H -8.268 -2.327 5.147 0.07
C -7.433 -2.818 4.565 -0.39
H -1.193 -5.839 -0.372 0.12
H 5.831 -4.552 -4.472 0.11
O 5.428 -1.361 -7.388 -0.19
C -8.178 -3.880 3.610 -0.16
C -4.143 -2.584 4.248 -0.42
H 5.440 -1.379 -4.782 0.06
H -0.949 1.816 0.069 0.09
H 1.571 -2.875 -2.414 0.06
H 7.371 -1.771 -7.792 0.12
C -4.038 -0.585 2.992 -0.39
C 3.636 -3.332 -5.099 -0.09
H 5.319 0.719 -7.412 0.09
H 1.810 -1.173 -1.879 0.09
C 0.054 -7.165 0.862 -0.10
C -2.244 7.996 2.049 -0.21
C -7.009 -1.428 1.800 -0.43
H 0.114 5.932 2.035 0.09
C -1.219 -2.473 0.840 -0.09
O -0.675 4.948 0.359 -0.21
H 8.061 -2.397 -5.573 0.12
H 3.214 -0.143 3.878 0.13
O -0.035 9.007 2.233 -0.19
H -6.809 0.814 1.854 0.06
C -3.066 -2.790 3.132 -0.09
C -1.990 5.155 0.854 -0.22
H -6.796 -3.340 5.325 0.07
N 3.616 0.820 1.885 -0.16
H 7.267 -2.924 -3.111 0.12
H -2.687 -0.155 -0.534 0.11
H 1.276 5.224 0.903 0.05
C -1.005 -5.977 0.732 -0.30
C 1.122 -2.438 -0.261 -0.65
C -2.709 6.376 0.264 -0.20
H -0.343 -8.117 0.414 0.08
O 4.046 -3.726 -3.799 -0.20
C -2.097 -1.340 1.190 -0.08
C 1.971 -2.254 -1.575 -0.12
C 6.989 -2.268 -5.752 -0.21
Cl -0.997 -2.106 -1.979 0.67
C 0.535 9.654 1.107 -0.11
H -3.772 6.320 0.520 0.12
C -2.177 -3.911 2.812 -0.48
H 0.235 10.705 1.056 0.09
C 4.489 0.363 0.892 -0.10
S 3.705 3.467 1.801 0.67
C 4.739 -0.155 -7.104 -0.11
H -8.292 -4.870 4.122 0.07
C 2.848 2.045 1.812 -1.04
H 0.261 9.145 0.179 0.07
O -4.212 0.600 2.869 0.10
H -1.829 7.169 2.635 0.10
H 0.027 -0.017 2.145 0.09
P -6.584 -1.433 3.627 1.00
H 7.160 -0.348 -6.773 0.12
H 2.601 -3.650 -5.239 0.09
C -1.433 9.243 2.386 -0.21
H 1.230 -0.057 0.704 0.05
C 6.789 -1.360 -6.961 -0.21
H 4.493 -0.081 -6.041 0.07
C -3.007 -1.543 2.332 0.01
H -1.994 -6.227 1.199 0.05
C 5.444 -3.934 -3.654 -0.22
H 0.372 -7.294 1.935 0.07
H -2.645 6.301 -0.827 0.12
C -0.235 -2.361 -0.353 -0.58
N -4.836 -1.374 3.931 -0.14
H -6.530 -2.249 1.194 0.07
H -7.547 0.186 0.291 0.07
N -0.339 -4.773 1.278 -0.09
H -9.207 -3.452 3.420 0.07
S 1.057 2.136 1.701 0.91
H 3.065 -2.432 -1.372 0.07
N 4.607 -1.142 2.572 0.00
H 5.556 -4.538 -2.749 0.12
C 0.322 5.749 0.978 -0.10
H -1.999 5.146 1.950 0.11
C 0.363 0.469 1.196 -0.42
H 1.620 9.608 1.208 0.09
H -3.282 8.147 2.360 0.12
H 5.904 -1.469 0.709 0.10
N 6.367 -1.708 -4.553 -0.05
H 0.430 6.691 0.437 0.07
C 6.259 -2.652 -3.439 -0.20
```

**Net charge**: 0
**Spin multiplicity**: 1
**E_HOMO**: -7.65 eV
**Structure (SMILES)**: CCNc1c(I)c2c(c(CCCSC(=S)n3ccnc3)c1/C(Cl)=C(/C)Cl)C(=O)N(P(CC)CC)C2=O.COCCNCCOC.COCCNCCOC